{
  "formula": "C24H25IN6O2SScTe",
  "method": "ωB97M-V/def2-TZVPD",
  "species": ["Sc", "C", "C", "N", "C", "C", "C", "O", "C", "C", "N", "C", "C", "C", "C", "C", "C", "I", "C", "O", "H", "H", "H", "H", "H", "H", "H", "H", "H", "H", "H", "H", "C", "C", "N", "C", "S", "N", "N", "C", "C", "C", "C", "C", "C", "C", "N", "H", "H", "H", "H", "H", "H", "H", "H", "H", "H", "H", "H", "H", "Te"],
  "xyz": [[-0.0605, -1.2796, 0.3890], [-3.9239, -0.5581, -1.8936], [-3.5578, 0.5566, -0.9589], [-4.1621, 1.7214, -1.0738], [-3.7754, 2.7312, -0.2720], [-2.8111, 2.6042, 0.6985], [-2.3128, 3.8216, 1.4236], [-1.0122, 4.2040, 0.9749], [-2.1915, 1.3497, 0.8743], [-1.2039, 1.1769, 1.9378], [-0.3953, 0.1970, 2.0761], [0.3639, 0.1287, 3.2911], [-0.2343, 0.4990, 4.4961], [0.4696, 0.4510, 5.6872], [1.7860, 0.0090, 5.6787], [2.3661, -0.4019, 4.4883], [1.6721, -0.3691, 3.2762], [-0.7849, -3.2284, 2.4227], [-2.5322, 0.3166, -0.0047], [-1.9361, -0.8455, 0.0060], [-4.6828, -0.2095, -2.5914], [-4.2983, -1.4220, -1.3389], [-3.0417, -0.8956, -2.4419], [-4.2601, 3.6887, -0.4351], [-2.2898, 3.6627, 2.5058], [-2.9897, 4.6562, 1.2365], [-0.6213, 3.4711, 0.4727], [-1.1678, 1.9656, 2.6865], [-1.2810, 0.7791, 4.5006], [-0.0145, 0.7295, 6.6152], [2.3500, -0.0423, 6.6034], [3.3822, -0.7761, 4.4870], [1.8856, 4.1394, -2.6770], [2.4517, 3.4607, -1.4347], [2.7089, 2.0483, -1.6207], [1.8046, 1.0498, -1.5120], [0.2181, 1.3511, -0.9404], [2.2940, -0.1251, -1.8940], [1.4969, -1.1712, -1.6240], [1.8182, -2.2926, -2.1744], [2.9949, -2.4731, -3.0853], [0.9287, -3.4319, -1.9004], [1.0953, -4.6561, -2.5436], [0.1715, -5.6659, -2.3398], [-0.9075, -5.4340, -1.5060], [-0.9779, -4.2083, -0.8667], [-0.0774, -3.2429, -1.0391], [1.6976, 5.1989, -2.4825], [2.5787, 4.0590, -3.5182], [0.9425, 3.6668, -2.9554], [3.3905, 3.9287, -1.1345], [1.7541, 3.5679, -0.6071], [3.5836, 1.7646, -2.0320], [3.4042, -1.5008, -3.3328], [3.7731, -3.0613, -2.5879], [2.7138, -2.9929, -4.0034], [1.9402, -4.8066, -3.1992], [0.2911, -6.6224, -2.8352], [-1.6631, -6.1857, -1.3238], [-1.7697, -3.9955, -0.1623], [2.6090, -1.0604, 1.5148]],
  "atomic_forces_ev_per_a": [[0.76, -0.08, -0.69], [-0.03, 0.06, 0.03], [-0.07, -0.01, -0.02], [0.05, 0.04, 0.05], [-0.05, -0.13, -0.06], [0.00, 0.08, 0.01], [0.09, -0.02, -0.10], [-0.07, -0.04, 0.09], [0.17, 0.08, 0.05], [-0.10, 0.08, 0.02], [0.14, -0.16, 0.21], [-0.03, 0.02, 0.04], [-0.04, -0.01, -0.07], [0.04, -0.02, -0.02], [-0.04, 0.01, -0.03], [-0.06, 0.02, -0.03], [0.08, -0.01, 0.06], [-0.04, 0.00, 0.10], [-0.05, -0.15, 0.06], [-0.36, 0.09, -0.14], [0.00, -0.01, 0.02], [0.02, 0.02, -0.01], [-0.01, 0.01, 0.00], [0.02, -0.03, -0.01], [0.01, 0.01, 0.06], [-0.02, 0.03, -0.03], [-0.01, 0.02, -0.03], [-0.08, 0.04, 0.02], [0.01, 0.01, 0.02], [0.00, 0.00, -0.02], [-0.01, -0.01, -0.04], [0.00, 0.00, 0.02], [-0.02, 0.01, 0.01], [-0.05, -0.08, -0.05], [-0.08, 0.20, -0.11], [0.13, -0.06, 0.16], [0.09, -0.18, 0.09], [0.01, 0.09, -0.03], [-0.18, -0.19, 0.10], [-0.05, -0.12, 0.00], [0.00, -0.02, 0.04], [0.15, 0.03, -0.08], [0.05, -0.12, -0.08], [0.05, 0.01, -0.05], [0.01, 0.00, 0.00], [-0.07, -0.03, 0.01], [-0.31, 0.23, 0.29], [0.01, -0.05, -0.02], [-0.02, 0.00, 0.02], [0.02, 0.02, 0.00], [0.03, 0.00, 0.00], [0.00, 0.00, 0.06], [0.03, -0.03, 0.06], [0.03, 0.03, -0.01], [-0.03, 0.00, -0.03], [0.00, 0.03, 0.01], [-0.03, -0.03, 0.02], [0.01, 0.03, 0.01], [0.02, 0.03, 0.00], [0.00, 0.03, 0.00], [-0.09, 0.24, 0.06]],
  "nbo_charge": [1.34, -0.64, 0.18, -0.41, -0.02, -0.04, -0.08, -0.74, -0.18, 0.18, -0.54, 0.17, -0.24, -0.24, -0.22, -0.23, -0.23, -0.56, 0.37, -0.82, 0.22, 0.22, 0.23, 0.18, 0.16, 0.18, 0.50, 0.19, 0.21, 0.20, 0.20, 0.21, -0.62, -0.21, -0.59, 0.33, -0.38, -0.48, -0.24, 0.17, -0.68, 0.20, -0.26, -0.15, -0.28, 0.11, -0.51, 0.20, 0.19, 0.23, 0.19, 0.22, 0.39, 0.26, 0.22, 0.21, 0.22, 0.21, 0.22, 0.24, -0.19],
  "energy_ha": -3133.4920,
  "homo_lumo_gap_ha": 0.2255,
  "total_charge": -1,
  "e_lumo_ev": 2.21
}

{
  "formula": "C20H24N4P2S2Se2W",
  "method": "ωB97M-V/def2-TZVPD",
  "species": ["W", "S", "C", "S", "C", "C", "N", "C", "N", "C", "P", "C", "C", "C", "P", "C", "C", "H", "H", "H", "H", "H", "H", "H", "H", "H", "H", "H", "H", "H", "H", "H", "H", "Se", "Se", "C", "C", "C", "C", "C", "N", "C", "C", "C", "C", "C", "N", "H", "H", "H", "H", "H", "H", "H", "H"],
  "xyz": [[0.4956, 0.2413, -0.1110], [2.7863, 0.9944, 0.3346], [2.5983, 1.7053, -1.2523], [0.9770, 2.3385, -1.4486], [3.4593, 1.5379, -2.2928], [4.6991, 0.8648, -2.0968], [5.6450, 0.2501, -1.8746], [2.9495, 1.7950, -3.6001], [2.3709, 1.9052, -4.5899], [0.5017, 3.1695, 1.9169], [-0.6747, 2.1162, 1.0119], [-1.7427, 3.3396, 0.1920], [-1.7454, 1.4065, 2.3223], [-0.8930, 0.5179, 3.2213], [0.1404, -0.6315, 2.2156], [1.6247, -0.9046, 3.2376], [-0.7562, -2.2136, 2.3261], [1.2944, 2.5928, 2.3864], [-0.0388, 3.7462, 2.6691], [0.9533, 3.8521, 1.1976], [-1.7681, 4.2233, 0.8295], [-2.7529, 2.9566, 0.0747], [-1.3483, 3.6229, -0.7824], [-2.5357, 0.8280, 1.8349], [-2.2223, 2.2057, 2.8929], [-1.5117, -0.0729, 3.8975], [-0.2215, 1.1226, 3.8332], [1.3453, -0.8639, 4.2903], [2.3779, -0.1415, 3.0405], [2.0473, -1.8868, 3.0279], [-0.8700, -2.4790, 3.3774], [-0.2080, -3.0097, 1.8221], [-1.7425, -2.1163, 1.8714], [0.4105, -0.4850, -2.7433], [-0.8425, -2.0724, -1.4469], [0.8078, -2.8260, -0.8069], [1.1858, -4.1372, -0.9932], [2.4210, -4.5311, -0.4860], [3.2176, -3.5888, 0.1445], [2.7579, -2.2880, 0.2771], [1.5568, -1.9117, -0.1736], [-1.1865, 0.5785, -3.0518], [-1.4482, 1.1384, -4.2828], [-2.6402, 1.8446, -4.4085], [-3.5048, 1.9117, -3.3286], [-3.1361, 1.3064, -2.1366], [-1.9727, 0.6708, -1.9841], [0.5390, -4.8177, -1.5292], [2.7552, -5.5531, -0.6048], [4.1969, -3.8484, 0.5212], [3.3683, -1.5252, 0.7400], [-0.7562, 1.0272, -5.1073], [-2.8940, 2.3130, -5.3500], [-4.4502, 2.4310, -3.4047], [-3.7920, 1.3126, -1.2738]],
  "atomic_forces_ev_per_a": [[1.52, -0.40, -1.60], [-0.51, -0.08, 0.12], [-0.07, -0.07, -0.09], [-0.09, -0.28, 0.40], [-0.26, 0.07, 0.27], [0.18, -0.16, 0.02], [-0.04, 0.06, -0.01], [-0.06, 0.03, -0.25], [0.08, 0.00, 0.08], [-0.05, -0.06, -0.07], [-0.32, 0.32, 0.63], [0.11, -0.19, -0.14], [0.07, 0.04, -0.08], [0.03, 0.01, -0.17], [-0.15, 0.06, 0.91], [0.01, 0.02, -0.23], [0.01, 0.07, -0.21], [0.00, 0.00, 0.02], [-0.02, 0.01, -0.02], [0.07, -0.01, 0.03], [-0.03, 0.01, 0.01], [-0.02, -0.03, 0.00], [-0.02, 0.03, 0.01], [-0.01, 0.03, -0.01], [-0.01, 0.00, -0.01], [0.04, -0.02, 0.05], [0.02, -0.01, 0.00], [-0.03, -0.03, 0.01], [-0.01, 0.01, 0.04], [0.02, 0.02, -0.01], [0.01, 0.01, 0.02], [0.01, 0.02, 0.00], [-0.01, -0.01, 0.03], [-0.34, -0.07, 0.42], [0.27, 0.35, 0.09], [-0.12, -0.08, -0.08], [-0.12, 0.11, -0.04], [0.04, 0.07, 0.03], [-0.04, -0.13, -0.06], [0.11, 0.01, 0.03], [-0.31, 0.39, -0.05], [-0.28, 0.00, 0.19], [0.20, -0.13, -0.09], [-0.02, -0.01, 0.00], [0.00, 0.08, -0.05], [0.10, -0.05, 0.03], [0.07, -0.08, -0.12], [0.04, -0.04, 0.01], [0.02, 0.01, 0.00], [-0.01, 0.02, 0.02], [-0.03, 0.03, -0.03], [-0.01, 0.05, -0.01], [0.01, 0.00, 0.01], [0.00, -0.04, 0.00], [0.00, 0.06, -0.04]],
  "nbo_charge": [0.42, 0.00, -0.23, 0.04, -0.34, 0.25, -0.23, 0.28, -0.27, -0.96, 1.10, -0.94, -0.74, -0.71, 1.02, -0.94, -0.93, 0.25, 0.26, 0.28, 0.27, 0.25, 0.27, 0.24, 0.27, 0.27, 0.26, 0.27, 0.26, 0.26, 0.27, 0.25, 0.26, 0.52, 0.42, 0.02, -0.23, -0.09, -0.21, 0.07, -0.54, 0.03, -0.23, -0.11, -0.22, 0.06, -0.51, 0.26, 0.26, 0.27, 0.25, 0.27, 0.26, 0.26, 0.21],
  "energy_ha": -7344.0563,
  "homo_lumo_gap_ha": [0.2257, 0.2455],
  "total_charge": 2,
  "e_above_lowest_ev": 1.181,
  "multiplicity": 3,
  "e_lumo_ev": [-7.64, -7.49],
  "s_squared": 2.028
}

- Which formula does entry 1 have?
  C24H25IN6O2SScTe